[1]
Here is a gas-phase ion, C5H11N3P (charge +1) at a distorted geometry from the Open Molecules 2025 dataset. Energies are from the ωB97M-V functional and the def2-TZVPD basis.

The geometry in XYZ format:
```
20
Properties=species:S:1:pos:R:3
H 0.8463 1.7571 -1.6828
N 0.8010 0.9537 -1.1276
C 0.6781 1.3574 0.0797
C 0.9950 2.6918 0.7164
N 0.5550 0.2992 1.0420
N 0.8683 0.4482 2.4136
C 0.2588 -1.0340 0.8089
C -0.0591 -1.5688 -0.3990
P -0.5416 -2.6329 -1.4765
C -2.3114 -2.3131 -1.9035
H 0.5581 2.6471 1.6928
H 2.0783 2.8125 0.8065
H 0.7366 3.5881 0.0065
H 1.7596 0.6758 2.6883
H 0.2055 1.0024 2.9838
H 0.4180 -1.6301 1.7695
H 0.1258 -2.3946 -2.5999
H -2.8132 -2.8619 -2.7906
H -2.3065 -1.3059 -2.0739
H -2.8527 -2.4921 -0.9543
```

## Properties
Highest occupied orbital energy = -13.140 eV
SMILES string = [H]/N=C(C)/[N+](N)=C\C#[PH]C
Net charge = +1
HOMO-LUMO gap = 7.8 eV
Multiplicity = 1

[2]
Here is 9 unconnected molecules or ions with the total composition C54H88F3N5O13PS at a distorted geometry from the Open Molecules 2025 dataset. Energies are from the ωB97M-V functional and the def2-TZVPD basis.

The geometry in XYZ format:
```
165
Properties=species:S:1:pos:R:3
C 8.0064 1.7110 0.5205
O 6.9069 2.6053 0.5294
C 6.3722 2.8830 1.8208
C 4.8900 2.5713 1.8217
C 4.5700 1.0928 2.0280
C 3.0689 0.8567 2.1277
C 2.6959 -0.6090 2.3751
C 2.9044 -1.5923 1.2159
C 1.8126 -1.6797 0.1355
C 1.7898 -0.6354 -0.9860
C 3.2258 -0.3135 -1.4038
C 3.8165 0.9264 -1.2597
C 5.1316 1.1002 -1.6592
C 5.8015 0.0173 -2.1950
N 5.2627 -1.1944 -2.3279
C 4.0114 -1.3381 -1.9320
C 1.1048 -1.0982 -2.3284
P 0.4298 -2.8241 -2.5693
C 1.3431 -3.3188 -4.0839
O -1.1134 -2.5538 -3.0848
N 0.1209 -0.0051 -2.6831
S 0.2995 0.2436 -4.4198
C 0.3585 1.0099 -1.8309
N -0.0954 2.2724 -1.9796
C -1.0233 2.7429 -3.0157
C -0.4216 3.5135 -4.2049
C -1.0287 4.9020 -4.3535
F -0.7080 2.8230 -5.3769
N 0.3632 3.2008 -1.0266
C -0.6805 3.8823 -0.2785
O -1.0218 3.6031 0.8188
F -1.2359 4.8830 -0.9869
C 1.4196 4.0065 -1.4967
O 2.2479 3.6730 -2.2657
F 1.4031 5.1943 -0.8762
N 1.0315 0.6236 -0.7138
C 0.1653 0.6684 0.4839
C -1.1031 -0.1675 0.3863
O -1.1589 -1.1762 -0.2674
C -2.2370 0.3369 1.2062
C -2.2043 0.0699 2.5630
C -3.2053 0.5393 3.3946
C -4.2363 1.2855 2.8517
C -4.2776 1.5319 1.4906
C -3.2794 1.0683 0.6575
H 7.8620 0.8936 1.2282
H 8.9322 2.2441 0.7396
H 8.0676 1.2845 -0.4780
H 6.8796 2.2871 2.5805
H 6.5256 3.9441 2.0198
H 4.3831 3.1428 2.6026
H 4.4511 2.8970 0.8747
H 5.0401 0.4658 1.2697
H 5.0004 0.7979 2.9893
H 2.7239 1.4167 3.0007
H 2.5458 1.2725 1.2661
H 3.3071 -0.9543 3.2099
H 1.6653 -0.6852 2.7332
H 3.9009 -1.4544 0.7990
H 2.9241 -2.5801 1.6781
H 0.8541 -1.7935 0.6306
H 1.9541 -2.6291 -0.3794
H 3.2467 1.7296 -0.8209
H 5.5989 2.0642 -1.5323
H 6.8219 0.1364 -2.5317
H 3.5803 -2.3285 -2.0464
H 1.8723 -1.0127 -3.0921
H 0.6762 -3.6215 -4.8865
H 1.9105 -2.4676 -4.4689
H 2.0703 -4.0883 -3.8501
H -1.5386 -3.4160 -3.1331
H -0.9931 0.3397 -4.7536
H -1.5534 1.8799 -3.4038
H -1.7956 3.3501 -2.5534
H 0.6596 3.6122 -4.1364
H -1.2171 5.3798 -3.3971
H -0.4369 5.5227 -5.0170
H -2.0007 4.7727 -4.8336
H 0.7067 0.3302 1.3609
H -0.1266 1.6774 0.7324
H -1.3976 -0.5150 2.9869
H -3.1611 0.3320 4.4524
H -5.0076 1.6639 3.5073
H -5.0972 2.1177 1.1006
H -3.3142 1.2663 -0.4061
C -8.7094 -0.4135 4.4327
C -8.0122 0.6854 3.6818
O -7.3414 1.5238 4.2418
C -8.1826 0.6853 2.1809
H -8.5102 -0.3072 5.4968
H -9.7868 -0.3610 4.2631
H -8.3422 -1.3822 4.0802
H -9.2388 0.7810 1.9245
H -7.8036 -0.2519 1.7689
H -7.6342 1.5203 1.7497
C -3.0269 -4.5703 4.7984
C -2.3026 -3.5174 4.0043
O -1.6212 -2.6658 4.5339
C -2.4560 -3.5532 2.5028
H -2.8339 -4.4351 5.8598
H -4.1011 -4.4982 4.6174
H -2.6854 -5.5632 4.5010
H -3.5054 -3.4337 2.2283
H -2.0890 -4.4987 2.1007
H -1.8788 -2.7377 2.0746
C -9.3917 -5.0461 3.1274
C -8.7097 -3.9309 2.3780
O -8.0396 -3.1001 2.9502
C -8.9014 -3.8963 0.8825
H -9.1762 -4.9579 4.1892
H -10.4706 -4.9944 2.9741
H -9.0343 -6.0120 2.7674
H -9.9616 -3.8006 0.6436
H -8.5253 -4.8178 0.4361
H -8.3622 -3.0497 0.4640
C 5.1516 -3.9976 -4.8395
C 4.4578 -4.6262 -6.0245
O 3.3289 -5.0580 -5.9501
C 5.2415 -4.6924 -7.3112
H 4.4927 -4.0107 -3.9746
H 6.0601 -4.5513 -4.5998
H 5.4244 -2.9653 -5.0623
H 6.1533 -5.2733 -7.1643
H 5.5171 -3.6875 -7.6345
H 4.6378 -5.1635 -8.0832
C 0.3578 9.2898 1.9992
C 0.7495 7.8725 2.3400
O 1.3901 7.6045 3.3254
C 0.3009 6.7927 1.3785
H 0.7393 9.9639 2.7614
H 0.7730 9.5721 1.0299
H -0.7286 9.3790 1.9525
H 0.7181 6.9924 0.3944
H -0.7887 6.7834 1.3125
H 0.6485 5.8273 1.7408
C -2.1436 -3.1618 9.3171
C -2.8387 -4.4991 9.2317
O -2.8626 -5.1337 8.2029
C -3.5008 -5.0049 10.4895
H -1.7110 -2.9136 8.3504
H -2.8572 -2.3869 9.6014
H -1.3518 -3.1992 10.0667
H -4.2665 -4.3006 10.8183
H -2.7615 -5.1129 11.2844
H -3.9616 -5.9702 10.2956
C 1.6354 -7.3877 -7.3365
C 1.3695 -8.4666 -8.3589
O 1.2697 -8.2126 -9.5354
C 1.2361 -9.8796 -7.8406
H 1.7121 -6.4249 -7.8333
H 0.8218 -7.3509 -6.6099
H 2.5693 -7.5863 -6.8106
H 0.4083 -9.9425 -7.1325
H 2.1536 -10.1812 -7.3330
H 1.0482 -10.5554 -8.6712
C 3.2812 10.7343 -1.7009
C 3.0630 9.7583 -2.8318
O 2.7987 10.1252 -3.9498
C 3.1903 8.2878 -2.4986
H 3.1615 11.7494 -2.0702
H 2.5573 10.5553 -0.9040
H 4.2859 10.6174 -1.2920
H 2.4557 8.0131 -1.7383
H 4.1910 8.0708 -2.1222
H 3.0120 7.6995 -3.3960
```

## Properties
Highest occupied orbital energy = -10.592 eV
Net charge = +1
HOMO-LUMO gap = 7.6 eV
Multiplicity = 1

[3]
Here is a molecular structure, C35H52OP4Sc at a distorted geometry from the Open Molecules 2025 dataset. Energies are from the ωB97M-V functional and the def2-TZVPD basis.

The geometry in XYZ format:
```
93
Properties=species:S:1:pos:R:3
Sc 0.8085 -0.0071 -0.0349
P 2.8293 1.0532 1.3736
P -0.1064 2.0201 -1.3705
P 2.4861 -0.5327 -1.9172
H -0.9223 -2.1803 0.1074
C 0.1139 -2.1706 -0.2583
C 1.1915 -2.2052 0.6436
H 1.0230 -2.2675 1.7225
C 2.6561 1.5558 3.1354
C 3.5652 2.6097 0.7130
C 4.3441 0.0205 1.5086
C -1.4175 1.4734 -2.5244
C -0.9206 3.3404 -0.4051
C 1.0190 2.9898 -2.4423
C 3.4397 -2.1000 -1.8981
C 3.8393 0.6104 -2.3734
C 1.6119 -0.7137 -3.5171
H 0.2427 -2.4652 -1.3091
H 2.1783 -2.5625 0.3358
H 2.3874 0.6916 3.7580
H 1.8629 2.3036 3.2337
H 3.5947 1.9822 3.5168
H 2.8010 3.3965 0.6942
H 3.9445 2.4710 -0.3070
H 4.3900 2.9383 1.3596
H 4.0899 -0.9418 1.9723
H 5.0911 0.5243 2.1413
H 4.7878 -0.1796 0.5246
H -1.8383 2.3743 -2.9876
H -2.1986 0.9359 -1.9667
H -1.0080 0.8070 -3.2943
H -1.3578 4.0620 -1.1095
H -0.1741 3.8418 0.2268
H -1.7020 2.9189 0.2418
H 0.4406 3.8358 -2.8396
H 1.4033 2.3749 -3.2667
H 1.8646 3.3656 -1.8460
H 3.9616 -2.2057 -2.8582
H 2.7685 -2.9562 -1.7552
H 4.1764 -2.0905 -1.0850
H 4.3037 0.2210 -3.2878
H 4.5939 0.6524 -1.5785
H 3.4587 1.6203 -2.5621
H 2.3235 -1.1342 -4.2410
H 1.2358 0.2461 -3.8934
H 0.7624 -1.4036 -3.4156
C -1.4888 -0.8683 -6.7587
C -2.5978 -1.2533 -7.5493
C -2.8519 -2.6274 -7.6822
C -1.9967 -3.5721 -7.0944
C -0.8427 -3.1591 -6.4218
C -0.5494 -1.8037 -6.3137
O -1.3000 0.3798 -6.1948
H -1.9527 1.0084 -6.5547
H -3.2556 -0.5137 -8.0128
H -3.7263 -2.9712 -8.2422
H -2.2192 -4.6376 -7.1707
H -0.1506 -3.8713 -5.9720
H 0.3423 -1.4224 -5.8127
C -3.0062 3.4169 4.9572
C -2.0533 3.7906 4.0045
C -1.3950 2.8282 3.2363
C -1.7147 1.4666 3.4100
C -2.7097 1.0989 4.3302
C -3.3383 2.0652 5.1170
P -0.7599 0.1447 2.5206
C -0.1798 -0.7316 4.0396
C 0.0686 -2.1201 4.0466
C 0.6617 -2.7358 5.1531
C 1.0428 -1.9780 6.2707
C 0.8239 -0.5949 6.2681
C 0.2311 0.0169 5.1601
C -2.2543 -0.7898 1.9270
C -2.7403 -1.9654 2.5062
C -3.8589 -2.6016 1.9422
C -4.5078 -2.0441 0.8361
C -4.0406 -0.8423 0.2850
C -2.9399 -0.2062 0.8394
H -3.4901 4.1725 5.5818
H -1.8033 4.8415 3.8598
H -0.6296 3.1193 2.5130
H -2.9803 0.0487 4.4512
H -4.0771 1.7573 5.8556
H -0.2186 -2.7197 3.1807
H 0.8186 -3.8181 5.1379
H 1.5043 -2.4585 7.1373
H 1.1111 0.0212 7.1259
H 0.0776 1.0975 5.1721
H -2.2658 -2.3777 3.3998
H -4.2124 -3.5359 2.3798
H -5.3769 -2.5411 0.4002
H -4.5361 -0.3952 -0.5736
H -2.6069 0.7617 0.4444
```

## Properties
Highest occupied orbital energy = -13.977 eV
Net charge = +3
HOMO-LUMO gap = 2.7 eV
Multiplicity = 1